1.
{"formula": "C19H44NO2S", "method": "ωB97M-V/def2-TZVPD", "multiplicity": 1, "homo_energy_ev": -12.0, "energy_ev": -36829.9702, "total_charge": 1, "symbols": ["C", "C", "S", "C", "C", "C", "O", "C", "C", "O", "N", "H", "H", "H", "H", "H", "H", "H", "H", "H", "H", "H", "H", "H", "H", "H", "H", "C", "C", "C", "C", "C", "C", "H", "H", "H", "H", "H", "H", "H", "H", "H", "H", "H", "H", "H", "H", "C", "C", "C", "C", "C", "C", "H", "H", "H", "H", "H", "H", "H", "H", "H", "H", "H", "H", "H", "H"], "coordinates": [[5.81, 2.06, -0.80], [5.53, 1.87, -2.34], [4.09, 2.96, -2.76], [2.70, 1.85, -2.27], [1.34, 2.44, -2.69], [0.88, 3.67, -1.88], [0.80, 3.43, -0.49], [0.20, 2.17, -0.18], [-0.56, 1.50, -1.35], [-0.97, 0.24, -0.86], [0.31, 1.33, -2.55], [4.85, 1.89, -0.29], [6.58, 1.37, -0.43], [6.11, 3.10, -0.63], [6.40, 2.11, -2.95], [5.22, 0.83, -2.49], [2.85, 0.91, -2.85], [2.74, 1.57, -1.20], [1.44, 2.76, -3.73], [-0.13, 3.99, -2.22], [1.54, 4.53, -2.06], [-0.50, 2.34, 0.65], [1.01, 1.48, 0.12], [-1.49, 2.02, -1.62], [-0.89, -0.42, -1.55], [0.82, 0.45, -2.40], [-0.22, 1.19, -3.41], [-6.09, -0.49, 3.97], [-6.46, -0.38, 2.50], [-5.50, -1.13, 1.58], [-4.05, -0.64, 1.60], [-3.87, 0.83, 1.25], [-4.31, 1.18, -0.17], [-5.12, -0.05, 4.18], [-6.83, 0.03, 4.59], [-6.07, -1.54, 4.29], [-6.51, 0.68, 2.21], [-7.46, -0.78, 2.35], [-5.89, -1.09, 0.55], [-5.51, -2.19, 1.85], [-3.47, -1.25, 0.90], [-3.62, -0.82, 2.59], [-2.80, 1.08, 1.35], [-4.40, 1.47, 1.96], [-3.77, 0.58, -0.91], [-4.12, 2.24, -0.38], [-5.38, 1.01, -0.31], [3.91, -0.86, 0.76], [3.19, -1.63, -0.34], [1.69, -1.75, -0.11], [1.28, -2.52, 1.15], [1.81, -3.95, 1.23], [1.31, -4.85, 0.11], [3.83, -1.36, 1.72], [4.98, -0.76, 0.53], [3.50, 0.15, 0.87], [3.65, -2.62, -0.46], [3.36, -1.11, -1.29], [1.23, -2.23, -0.99], [1.25, -0.75, -0.05], [0.19, -2.55, 1.20], [1.61, -1.97, 2.04], [1.50, -4.38, 2.19], [2.91, -3.95, 1.24], [0.22, -4.90, 0.11], [1.69, -5.87, 0.24], [1.64, -4.50, -0.87]]}

2.
{"formula": "C19H45AsCoF5N3Si6Te", "method": "ωB97M-V/def2-TZVPD", "multiplicity": 1, "homo_energy_ev": [-5.0, -5.1], "energy_ev": -191523.0600, "total_charge": -1, "symbols": ["Co", "C", "Si", "C", "C", "Si", "Te", "Si", "C", "C", "C", "Si", "C", "C", "C", "H", "H", "H", "H", "H", "H", "H", "H", "H", "H", "H", "H", "H", "H", "H", "H", "H", "H", "H", "H", "H", "H", "H", "H", "H", "H", "H", "F", "C", "F", "C", "F", "F", "F", "N", "C", "N", "C", "N", "C", "Si", "C", "C", "As", "Si", "C", "C", "C", "H", "H", "H", "H", "H", "H", "H", "H", "H", "H", "H", "H", "H", "H", "H", "H", "H", "H"], "coordinates": [[0.66, 1.52, -0.31], [-3.53, -2.87, -0.84], [-2.22, -1.69, -0.17], [-2.97, 0.03, -0.18], [-1.83, -2.19, 1.60], [-0.33, -1.88, -1.55], [1.74, -0.66, -0.79], [0.47, -4.09, -1.55], [1.96, -4.19, -2.69], [-0.80, -5.35, -2.17], [0.99, -4.60, 0.18], [-0.75, -1.15, -3.74], [-1.66, 0.49, -3.73], [-1.80, -2.41, -4.69], [0.88, -0.95, -4.66], [-4.46, -2.76, -0.27], [-3.22, -3.91, -0.78], [-3.76, -2.66, -1.89], [-3.80, 0.06, 0.53], [-3.37, 0.28, -1.17], [-2.26, 0.80, 0.10], [-2.75, -2.18, 2.20], [-1.12, -1.49, 2.05], [-1.40, -3.19, 1.65], [1.67, -4.07, -3.73], [2.45, -5.17, -2.59], [2.70, -3.42, -2.45], [-1.15, -5.11, -3.18], [-1.68, -5.39, -1.52], [-0.35, -6.35, -2.19], [1.62, -3.83, 0.64], [1.56, -5.53, 0.15], [0.13, -4.75, 0.83], [-2.70, 0.37, -3.43], [-1.65, 0.93, -4.73], [-1.19, 1.20, -3.05], [-2.75, -2.60, -4.19], [-1.28, -3.37, -4.78], [-2.01, -2.04, -5.70], [1.50, -0.20, -4.16], [0.70, -0.62, -5.68], [1.45, -1.88, -4.69], [3.28, 1.99, 0.38], [2.21, 2.58, -0.24], [1.98, 3.75, 0.45], [2.78, 3.05, -1.60], [3.28, 2.04, -2.32], [1.84, 3.66, -2.33], [3.78, 3.94, -1.43], [-0.59, 2.82, -0.92], [-1.36, 3.63, -1.30], [-2.29, 4.44, -1.61], [-2.19, 5.28, -2.62], [-2.21, 6.04, -3.49], [-0.80, 4.71, 1.76], [-0.06, 3.46, 2.93], [1.52, 4.17, 3.68], [-1.31, 3.20, 4.32], [0.17, 1.32, 1.94], [1.78, 0.30, 3.33], [1.07, 0.51, 5.06], [1.87, -1.54, 3.00], [3.52, 0.98, 3.33], [-1.01, 5.63, 2.33], [-1.74, 4.36, 1.33], [-0.12, 4.96, 0.94], [1.28, 5.13, 4.14], [2.27, 4.33, 2.91], [1.94, 3.52, 4.45], [-1.52, 4.15, 4.82], [-0.95, 2.50, 5.08], [-2.24, 2.81, 3.93], [0.04, 0.17, 5.11], [1.10, 1.55, 5.40], [1.66, -0.08, 5.77], [0.88, -2.00, 2.97], [2.44, -2.01, 3.80], [2.35, -1.76, 2.05], [3.57, 2.03, 3.61], [3.99, 0.88, 2.35], [4.11, 0.40, 4.05]]}

3.
{"formula": "C19H45I2O4P2SSiTl", "method": "ωB97M-V/def2-TZVPD", "multiplicity": 1, "homo_energy_ev": -14.1, "energy_ev": -86799.9802, "total_charge": 2, "symbols": ["I", "I", "Tl", "P", "C", "C", "H", "H", "H", "H", "H", "H", "C", "H", "H", "H", "P", "C", "C", "H", "H", "H", "C", "H", "H", "H", "H", "H", "H", "C", "O", "C", "C", "C", "C", "O", "Si", "S", "O", "C", "C", "C", "C", "O", "C", "C", "C", "C", "H", "H", "H", "H", "H", "H", "H", "H", "H", "H", "H", "H", "H", "H", "H", "H", "H", "H", "H", "H", "H", "H", "H", "H", "H", "H", "H"], "coordinates": [[0.81, 0.56, 0.84], [-1.22, -0.31, -1.91], [0.26, -3.94, 1.25], [2.87, 0.66, -0.48], [3.29, 2.41, -0.60], [4.21, -0.18, 0.38], [5.13, 0.02, -0.19], [3.59, -0.11, -2.61], [4.02, -1.26, 0.43], [2.18, -1.06, -2.03], [2.95, 2.94, 0.29], [4.30, 0.22, 1.40], [2.61, -0.05, -2.11], [4.38, 2.48, -0.66], [1.93, 0.56, -2.72], [2.84, 2.87, -1.49], [-1.84, -1.98, 1.04], [-2.93, -0.54, 1.30], [-3.10, -2.99, 0.17], [-1.46, -3.60, 2.96], [-3.09, -2.91, 2.89], [-1.71, -1.90, 3.44], [-2.03, -2.68, 2.74], [-2.65, -3.87, -0.29], [-3.88, -3.30, 0.87], [-3.86, -0.88, 1.77], [-3.18, -0.05, 0.36], [-3.57, -2.38, -0.62], [-2.46, 0.19, 1.94], [-1.34, 1.80, -1.13], [-2.12, 2.08, -0.26], [-5.01, 3.31, -1.98], [-3.86, 3.85, -2.82], [-3.32, 2.78, -3.74], [-4.27, 5.11, -3.58], [-2.81, 4.27, -1.84], [-1.21, 4.56, -2.02], [-0.12, 2.72, -1.98], [-0.97, 5.26, -3.49], [0.11, 6.15, -3.90], [1.45, 5.44, -3.78], [-0.19, 6.48, -5.36], [0.08, 7.39, -3.03], [-0.62, 5.47, -0.81], [-0.84, 5.61, 0.62], [0.16, 4.76, 1.39], [-0.65, 7.10, 0.92], [-2.25, 5.17, 0.97], [-5.80, 2.97, -2.65], [-5.41, 4.10, -1.33], [-4.67, 2.47, -1.37], [-2.52, 3.15, -4.40], [-4.14, 2.42, -4.37], [-2.94, 1.91, -3.17], [-4.62, 5.87, -2.87], [-3.41, 5.51, -4.14], [-5.07, 4.87, -4.28], [1.45, 4.51, -4.35], [2.22, 6.11, -4.19], [1.71, 5.24, -2.73], [-1.17, 6.95, -5.47], [0.57, 7.16, -5.75], [-0.17, 5.56, -5.96], [-0.92, 7.84, -3.02], [0.34, 7.15, -1.99], [0.79, 8.13, -3.40], [1.19, 5.05, 1.14], [0.03, 4.93, 2.47], [0.02, 3.70, 1.19], [-1.33, 7.70, 0.30], [-0.85, 7.31, 1.98], [0.39, 7.40, 0.70], [-2.99, 5.72, 0.38], [-2.39, 4.10, 0.80], [-2.44, 5.39, 2.03]]}

4.
{"formula": "C19H45N4O10PS2", "method": "ωB97M-V/def2-TZVPD", "multiplicity": 1, "homo_energy_ev": -8.7, "energy_ev": -77820.5871, "total_charge": 0, "symbols": ["C", "C", "C", "C", "C", "C", "C", "O", "O", "S", "O", "O", "P", "O", "O", "S", "H", "H", "H", "H", "H", "H", "H", "H", "H", "H", "H", "H", "H", "H", "H", "H", "H", "C", "O", "N", "C", "C", "H", "H", "H", "H", "H", "H", "H", "C", "O", "N", "C", "C", "H", "H", "H", "H", "H", "H", "H", "C", "O", "N", "C", "C", "H", "H", "H", "H", "H", "H", "H", "C", "O", "N", "C", "C", "H", "H", "H", "H", "H", "H", "H"], "coordinates": [[-1.54, -0.79, -1.82], [-1.80, 0.50, -2.86], [-1.67, -0.12, -4.37], [-3.28, 1.09, -2.47], [-3.77, 2.39, -3.35], [-4.30, 1.98, -4.88], [-5.13, 2.97, -2.58], [-6.08, 1.81, -2.58], [-7.24, 2.17, -3.06], [-8.36, 1.43, -1.95], [-9.80, 1.99, -2.24], [-8.40, -0.27, -2.16], [-8.24, -0.71, -3.84], [-6.56, -0.62, -4.42], [-8.69, -2.41, -4.06], [-9.35, 0.31, -5.07], [-2.48, -1.51, -1.97], [-1.59, -0.44, -0.70], [-0.55, -1.35, -2.10], [-0.94, 1.27, -2.65], [-0.89, -1.02, -4.41], [-1.39, 0.75, -5.11], [-2.73, -0.54, -4.72], [-4.04, 0.19, -2.46], [-3.21, 1.46, -1.34], [-2.95, 3.24, -3.41], [-3.57, 2.38, -5.71], [-4.43, 0.82, -4.95], [-5.35, 2.50, -5.09], [-5.56, 3.93, -3.09], [-4.89, 3.16, -1.43], [-6.08, -1.31, -3.86], [-8.65, -2.57, -5.07], [1.65, 1.00, -0.63], [1.03, 0.34, -1.45], [2.24, 0.50, 0.51], [2.96, 1.35, 1.44], [2.15, -0.91, 0.79], [1.78, 2.09, -0.75], [3.99, 1.01, 1.50], [2.48, 1.29, 2.42], [2.95, 2.40, 1.10], [2.60, -1.47, -0.04], [1.09, -1.19, 0.87], [2.66, -1.16, 1.72], [4.28, 0.10, 4.11], [3.95, 1.19, 4.57], [4.39, -1.07, 4.84], [4.78, -2.32, 4.22], [4.11, -1.05, 6.26], [4.51, -0.03, 3.04], [3.98, -3.05, 4.36], [5.70, -2.68, 4.69], [4.96, -2.19, 3.15], [3.09, -0.71, 6.41], [4.79, -0.34, 6.74], [4.25, -2.04, 6.69], [5.22, -4.05, 1.06], [5.08, -2.91, 1.49], [6.37, -4.54, 0.48], [6.47, -5.90, 0.00], [7.52, -3.67, 0.35], [4.41, -4.79, 1.11], [7.27, -6.41, 0.53], [6.69, -5.88, -1.07], [5.53, -6.44, 0.16], [7.82, -3.33, 1.35], [7.25, -2.80, -0.25], [8.35, -4.20, -0.12], [0.48, 4.18, 2.19], [1.41, 3.69, 1.57], [-0.33, 3.52, 3.09], [-1.41, 4.17, 3.78], [-0.08, 2.11, 3.34], [0.20, 5.25, 2.07], [-1.23, 4.10, 4.86], [-2.35, 3.67, 3.53], [-1.49, 5.22, 3.50], [0.94, 1.99, 3.72], [-0.17, 1.56, 2.40], [-0.79, 1.72, 4.07]]}

5.
{"formula": "C19H46AlF2NO19P3S2", "method": "ωB97M-V/def2-TZVPD", "multiplicity": 2, "homo_energy_ev": [-14.9, -14.9], "energy_ev": -122392.4391, "s_squared": 1.770, "total_charge": 2, "symbols": ["Al", "O", "C", "O", "O", "H", "N", "S", "O", "O", "F", "S", "O", "O", "F", "C", "C", "O", "P", "O", "O", "C", "C", "O", "C", "C", "H", "H", "H", "H", "H", "H", "H", "H", "H", "H", "H", "H", "H", "H", "H", "C", "C", "O", "P", "O", "O", "C", "C", "O", "C", "C", "H", "H", "H", "H", "H", "H", "H", "H", "H", "H", "H", "H", "H", "H", "H", "C", "C", "O", "P", "O", "O", "C", "C", "O", "C", "C", "H", "H", "H", "H", "H", "H", "H", "H", "H", "H", "H", "H", "H", "H", "H"], "coordinates": [[22.74, -21.45, -9.83], [19.11, -22.32, -6.88], [20.04, -22.13, -7.74], [21.02, -22.87, -7.87], [19.91, -21.19, -8.51], [18.63, -21.53, -7.13], [21.52, -20.88, -12.35], [20.09, -20.44, -12.77], [19.07, -21.46, -13.02], [20.09, -19.16, -13.50], [19.69, -19.95, -11.24], [22.06, -21.15, -14.00], [22.84, -20.02, -14.43], [21.24, -21.76, -15.02], [23.27, -22.19, -13.71], [24.07, -27.40, -11.75], [25.13, -26.40, -11.45], [25.43, -26.31, -10.06], [24.40, -25.57, -9.05], [23.84, -24.21, -9.42], [25.33, -25.56, -7.63], [25.82, -26.73, -7.02], [26.11, -26.46, -5.53], [23.29, -26.71, -8.58], [22.41, -26.29, -7.57], [21.52, -27.42, -7.24], [23.98, -28.28, -11.12], [23.14, -26.85, -11.62], [24.27, -27.75, -12.77], [26.09, -26.59, -11.93], [24.74, -25.46, -11.86], [25.11, -27.55, -7.09], [26.75, -26.96, -7.55], [26.37, -27.39, -5.02], [26.76, -25.61, -5.32], [25.23, -26.13, -4.98], [22.97, -26.13, -6.65], [21.94, -25.35, -7.86], [20.78, -27.62, -8.01], [22.19, -28.27, -7.10], [20.90, -27.29, -6.35], [23.95, -15.34, -7.30], [23.90, -16.25, -8.58], [22.62, -16.24, -9.07], [22.16, -17.16, -10.33], [22.08, -18.65, -10.05], [23.20, -16.72, -11.48], [23.05, -17.24, -12.77], [24.00, -16.61, -13.80], [20.69, -16.61, -10.80], [20.56, -15.25, -11.01], [19.35, -14.83, -10.21], [24.92, -15.40, -6.80], [23.91, -14.27, -7.53], [23.07, -15.55, -6.70], [24.54, -15.88, -9.38], [24.14, -17.31, -8.48], [23.21, -18.31, -12.72], [22.00, -17.13, -13.06], [23.70, -15.56, -13.79], [25.01, -16.72, -13.41], [23.95, -16.98, -14.83], [21.43, -14.69, -10.68], [20.51, -14.97, -12.07], [19.45, -15.25, -9.21], [19.19, -13.75, -10.19], [18.46, -15.29, -10.64], [25.93, -17.78, -5.18], [24.96, -18.93, -5.43], [23.73, -18.29, -5.53], [22.45, -19.10, -6.06], [22.63, -19.89, -7.31], [22.05, -20.02, -4.74], [21.45, -19.39, -3.69], [20.59, -20.33, -2.87], [21.29, -18.00, -6.17], [20.12, -18.12, -6.87], [19.17, -16.95, -6.58], [26.91, -18.18, -4.90], [25.95, -17.02, -5.97], [25.54, -17.32, -4.27], [25.25, -19.46, -6.34], [25.06, -19.76, -4.73], [22.25, -19.01, -3.06], [20.76, -18.64, -4.08], [20.32, -19.81, -1.95], [19.75, -20.68, -3.47], [21.20, -21.19, -2.58], [20.34, -18.10, -7.94], [19.62, -19.06, -6.67], [18.57, -17.16, -5.70], [19.70, -16.05, -6.25], [18.58, -16.75, -7.47]]}